Density functional theory data (ωB97M-V/def2-TZVPD) for the molecule C9H19N3OS at a distorted geometry.

```
33
Properties=species:S:1:pos:R:3:nbo_charge:R:1
C -0.32937 3.03887 0.78783 -0.431
C -0.96815 1.70722 0.20157 -0.449
C 0.25461 4.07142 -0.18081 -0.661
C -0.39716 0.37729 0.77386 0.148
C 2.31976 2.56437 -1.21948 -0.168
C -2.32903 -2.93262 0.20196 -0.615
C 1.43404 -1.99938 0.16973 -0.613
C -0.80837 -3.05378 -0.00065 -0.388
C -0.01164 -1.91741 0.55807 -0.093
N 1.49767 0.86801 -2.55473 -0.606
N 1.33681 1.97507 -1.79248 -0.229
N -0.42528 -0.63212 0.06720 -0.436
O 2.39173 3.50681 1.22919 -0.972
S 2.02251 4.07659 -0.10113 1.212
H -1.03988 3.55065 1.46435 0.212
H 0.49200 2.67238 1.37148 0.246
H -2.08608 1.66628 0.38069 0.216
H -0.88040 1.76681 -0.83408 0.227
H -0.22721 3.89213 -1.20169 0.269
H 0.00427 5.08656 0.29823 0.238
H 0.07918 0.37770 1.72572 0.149
H 3.33305 2.42630 -1.17659 0.178
H -2.64783 -3.10410 1.29011 0.196
H -2.63619 -1.96522 -0.13395 0.221
H -2.87909 -3.82932 -0.26963 0.213
H 1.74253 -3.08161 0.14792 0.209
H 1.51246 -1.40004 -0.69492 0.210
H 2.15624 -1.67203 0.84908 0.218
H -0.36191 -3.89504 0.43597 0.202
H -0.76883 -3.21303 -1.13951 0.198
H -0.30552 -1.88777 1.61281 0.179
H 0.69492 0.28510 -2.46609 0.381
H 2.33490 0.33248 -2.32816 0.340
```

The energy relative to the best compared isomer or geometry (same formula, charge and spin) comes out at 57.4 kcal per mole. For the molar mass, the calculation gives 217.3 g mol⁻¹. For the gap between HOMO and LUMO, the calculation gives 9.796 eV.

Density functional theory data (ωB97M-V/def2-TZVPD) for an isolated ion of composition C9H19N4O and charge +1.

```
33
Properties=species:S:1:pos:R:3:nbo_charge:R:1
C -4.06193 1.40970 0.71709 -0.245
O -3.80887 0.92338 -0.57989 -0.538
C -3.12391 -0.31231 -0.60904 -0.063
C -1.70773 -0.10482 -1.12834 -0.416
C -0.81085 -1.33980 -1.03858 -0.404
C -0.55202 -1.87897 0.38146 -0.406
C 0.93254 -1.86218 0.75548 -0.390
C 1.41147 -0.42337 0.99363 -0.427
C 2.90394 -0.20655 0.69182 -0.224
N 3.12678 1.03015 -0.08538 -0.088
C 2.92691 1.28553 -1.36464 0.216
N 3.20535 2.55543 -1.61758 -0.191
N 3.58330 3.10879 -0.50513 0.086
N 3.52672 2.19199 0.41261 -0.108
H -3.13187 1.58308 1.27330 0.151
H -4.69360 0.72307 1.28857 0.172
H -4.58728 2.35641 0.61827 0.203
H -3.13592 -0.77597 0.38160 0.164
H -3.66167 -0.98773 -1.28057 0.188
H -1.26518 0.75151 -0.60655 0.184
H -1.79428 0.19434 -2.17512 0.220
H 0.15755 -1.08479 -1.48683 0.175
H -1.22264 -2.11926 -1.68109 0.226
H -1.08468 -1.25981 1.10943 0.203
H -0.94454 -2.88692 0.49881 0.231
H 1.06926 -2.44276 1.66932 0.225
H 1.52465 -2.32770 -0.03461 0.198
H 0.83225 0.25108 0.35646 0.219
H 1.21110 -0.12156 2.02092 0.234
H 3.33970 -1.01288 0.10760 0.250
H 3.49020 -0.09974 1.60412 0.236
H 2.59150 0.55082 -2.07811 0.264
H 3.75376 2.33182 1.39100 0.458
```

As for the charge: +1. The structure (SMILES) is COCCCCCCCn1cnn[nH+]1. The energy relative to the best compared isomer or geometry (same formula, charge and spin) comes out at 58.6 kcal per mole. For the molar mass, the calculation gives 199.3 g mol⁻¹. For the gap between HOMO and LUMO, the calculation gives 7.308 eV.

Density functional theory data (ωB97M-V/def2-TZVPD) for the molecule C9H19N5O3S at a distorted geometry.

```
37
Properties=species:S:1:pos:R:3:nbo_charge:R:1
H -6.49759 0.06255 -0.35751 0.282
N -5.55929 0.69786 -0.11297 -0.739
C -4.63068 -0.19036 0.03050 0.551
N -4.91821 -1.55849 0.12083 -0.842
N -3.34428 0.18327 0.21796 -0.667
C -2.46093 -0.85493 0.73249 -0.269
C -1.52289 -1.49719 -0.29953 -0.421
C -0.60075 -0.50401 -1.00693 -0.438
C 0.42477 0.34512 -0.42229 -0.143
N 1.19224 -0.12407 0.76974 -0.624
C 2.54276 -0.13603 0.92391 0.695
O 2.99922 -0.55248 1.90823 -0.595
C 3.55991 0.56955 -0.22053 -0.142
N 3.29773 2.02198 -0.16669 -0.891
C 5.01069 0.01312 0.08682 -0.538
S 5.02031 -1.71956 -0.55219 -0.062
C -0.12651 1.74609 -0.08724 0.822
O -1.40448 1.83538 0.12652 -0.649
O 0.72195 2.84006 -0.04252 -0.693
H -5.93995 -1.62580 -0.05874 0.374
H -4.42258 -2.00993 -0.63838 0.365
H -2.87147 1.21526 0.20167 0.478
H -3.02647 -1.54150 1.38407 0.233
H -2.00173 -0.38142 1.60124 0.197
H -2.13191 -1.90670 -1.24357 0.209
H -1.34135 -2.55842 0.30191 0.236
H 0.03088 -1.23124 -1.55393 0.228
H -1.18879 0.23906 -1.46633 0.254
H 1.15400 0.59203 -1.18645 0.229
H 0.63524 -0.40245 1.59160 0.419
H 3.48518 0.26100 -1.41993 0.219
H 3.33261 2.39248 0.82091 0.379
H 4.13596 2.62276 -0.60463 0.386
H 5.62141 0.66008 -0.61660 0.230
H 5.10201 0.06971 1.13618 0.244
H 4.05426 -2.27261 0.36664 0.160
H 1.66874 2.69982 -0.26429 0.523
```

The structure (SMILES) is [H]/N=C(\N)NCCC[C@H](NC(=O)[C@@H](N)CS)C(=O)O. The energy relative to the best compared isomer or geometry (same formula, charge and spin) comes out at 110.2 kcal per mole. For the molar mass, the calculation gives 277.3 g mol⁻¹. For the gap between HOMO and LUMO, the calculation gives 8.127 eV.

Density functional theory data (ωB97M-V/def2-TZVPD) for C9H19NO2 as an isolated structure at a distorted geometry.

```
31
Properties=species:S:1:pos:R:3:nbo_charge:R:1
C 0.22200 0.27960 -2.81885 -0.614
C -0.82499 0.05039 -1.71336 -0.458
C -0.27103 0.63503 -0.47522 -0.259
C -1.19326 0.39644 0.66357 -0.463
C -2.50741 0.99398 0.17731 -0.589
C 1.12674 0.20423 -0.05042 -0.161
C 1.68789 0.88528 1.28322 -0.227
C 1.04983 -1.34975 0.03829 -0.605
C 0.03453 -2.30321 0.32676 0.804
H -0.02427 1.48800 -3.38388 0.186
H 0.28573 -0.34606 -3.91193 0.238
H 1.26182 0.24984 -2.30160 0.206
H -0.80857 -1.10259 -1.61006 0.224
H -1.96292 0.37502 -1.81831 0.247
H -0.21743 1.71387 -0.61850 0.205
H -1.54138 -0.56081 0.94987 0.247
H -1.12247 0.89015 1.59034 0.211
H -1.93224 1.97375 -0.23029 0.189
H -3.38041 1.02258 0.83291 0.220
H -3.06324 0.57731 -0.73022 0.194
H 1.91371 0.62096 -0.82187 0.223
H 1.57700 1.92327 1.51750 0.209
H 2.76966 0.54160 1.31733 0.178
H 0.76008 0.83721 3.29042 0.385
H 2.40577 0.06357 2.92369 0.374
H 1.27658 -1.78244 -0.87666 0.258
H 1.88525 -1.69024 0.61115 0.249
H 0.01239 -1.33023 2.09904 0.533
N 1.23911 0.21538 2.51181 -0.888
O -0.42370 -2.14725 1.60793 -0.729
O -0.23477 -3.32488 -0.37996 -0.589
```

The energy relative to the best compared isomer or geometry (same formula, charge and spin) comes out at 163.8 kcal per mole. For the molar mass, the calculation gives 173.3 g mol⁻¹. For the gap between HOMO and LUMO, the calculation gives 10.307 eV.

Density functional theory data (ωB97M-V/def2-TZVPD) for a 2-piece molecular cluster, C9H19P overall at a distorted geometry.

```
29
Properties=species:S:1:pos:R:3:nbo_charge:R:1
C 0.61692 0.15520 0.37791 -0.191
C -0.28354 0.00570 -0.54530 -0.209
C 2.57516 1.66117 0.35902 -0.595
C 2.49532 -0.23750 -1.26465 -0.604
C 2.79353 -0.70122 1.17697 -0.597
C -2.59590 -1.47903 0.86022 -0.682
C -3.24890 -0.35131 -1.32909 -0.681
C 2.12179 0.21360 0.14861 -0.112
C -2.60745 -0.24501 0.01512 -0.146
P -2.43632 1.34931 0.83971 0.346
H 0.32123 0.27610 1.41304 0.200
H -0.22876 -0.12779 -1.60480 0.180
H 3.65193 1.73950 0.22741 0.205
H 2.08822 2.31473 -0.36222 0.211
H 2.32032 2.00443 1.35888 0.208
H 2.03538 0.41085 -2.00659 0.208
H 2.16566 -1.25949 -1.44153 0.211
H 3.57443 -0.19257 -1.39876 0.209
H 3.86431 -0.75121 0.99253 0.208
H 2.38557 -1.70890 1.11654 0.211
H 2.63694 -0.32810 2.18681 0.207
H -2.16850 -1.27295 1.83929 0.222
H -2.02247 -2.27861 0.38822 0.224
H -3.61680 -1.85152 0.99837 0.215
H -2.95467 -1.27375 -1.82678 0.212
H -2.99366 0.49683 -1.96132 0.224
H -4.33562 -0.36623 -1.22112 0.219
H -3.79562 1.69015 0.98920 -0.069
H -2.35850 2.10761 -0.32572 -0.034
```

The energy relative to the best compared isomer or geometry (same formula, charge and spin) comes out at 28.3 kcal per mole. For the molar mass, the calculation gives 158.2 g mol⁻¹. For the gap between HOMO and LUMO, the calculation gives 8.718 eV.

Density functional theory data (ωB97M-V/def2-TZVPD) for an isolated ion of composition C9H20BCl2N3O6PS3 and charge +1.

```
45
Properties=species:S:1:pos:R:3:nbo_charge:R:1
C 2.96356 3.19119 0.59503 -0.628
C 2.30863 2.22136 -0.36942 -0.200
Cl 3.41378 1.94196 -1.75529 -0.044
C 1.99559 0.82956 0.24241 -0.222
Cl 2.01300 0.77494 2.02311 -0.016
C 0.72957 0.10265 -0.35708 0.264
O 0.70944 0.51146 -1.68434 -0.727
C 1.03793 -1.38600 -0.20445 0.210
B 2.06502 -2.17600 -1.17170 0.978
N 1.76075 -2.07341 -2.55566 -1.094
O 3.15113 -2.82516 -0.70790 -0.824
N 0.35736 -1.91747 0.74384 -0.419
S 0.52411 -3.55412 1.28889 0.269
C -0.63719 -0.99064 1.36664 -0.431
P -2.16453 -1.85739 2.04578 1.351
N -2.70220 -3.04660 1.20737 -1.284
C -0.71773 0.14210 0.32314 -0.580
S -1.25682 1.69464 1.21951 2.195
C -2.96248 2.01994 0.92351 -0.885
O -0.49721 2.77190 0.65630 -0.929
O -1.15390 1.36394 2.61310 -0.926
S -1.88446 -0.39194 -1.01012 2.198
C -2.07383 0.94706 -2.15231 -0.880
O -1.21696 -1.49766 -1.65742 -0.954
O -3.13590 -0.61262 -0.34570 -0.919
H 3.27817 4.06326 0.02334 0.242
H 2.24223 3.52511 1.33888 0.237
H 3.84513 2.76368 1.07054 0.223
H 1.40453 2.66681 -0.75108 0.247
H 2.84144 0.20302 -0.04728 0.238
H 0.76319 -0.25010 -2.28511 0.526
H 0.86222 -2.41568 -2.87619 0.428
H 2.50115 -2.41508 -3.15812 0.423
H 3.32512 -2.76625 0.23797 0.511
H -0.17922 -4.06733 0.26816 0.174
H -0.14473 -0.58873 2.25136 0.309
H -2.97016 -0.72555 2.20201 -0.050
H -1.71382 -2.12283 3.34817 -0.037
H -2.73301 -3.91354 1.73071 0.393
H -3.14335 2.79893 1.66927 0.286
H -3.57599 1.15589 1.14274 0.276
H -3.13970 2.41346 -0.07112 0.254
H -3.12940 0.93173 -2.42596 0.277
H -1.78063 1.89462 -1.70733 0.266
H -1.44768 0.75588 -3.01494 0.275
```

As for the charge: +1. The structure (SMILES) is C[C@@H](Cl)[C@@H](Cl)[C@@]1(O)C(B(N)O)=[N+](S)[C@H]([PH2]=N)C1(S(C)(=O)=O)S(C)(=O)=O. For the molar mass, the calculation gives 475.2 g mol⁻¹. For the gap between HOMO and LUMO, the calculation gives 7.620 eV.

Density functional theory data (ωB97M-V/def2-TZVPD) for a 2-piece molecular cluster, C9H20BNOS overall at a distorted geometry.

```
33
Properties=species:S:1:pos:R:3:nbo_charge:R:1
C -0.54390 -2.17446 0.49637 -0.622
C -1.15022 -0.91826 -0.04518 0.108
C -2.46481 -1.27165 -0.78050 -0.623
N -0.26869 -0.32589 -0.99607 -0.866
B -0.21477 1.02109 -0.83551 0.796
O -0.85331 1.38478 0.38457 -0.709
C -1.32304 0.23258 1.08016 0.285
C -2.71745 0.49955 1.58856 -0.624
C -0.43628 -0.06769 2.32357 -0.648
H 0.21390 -1.84777 1.23939 0.227
H -0.21201 -2.72864 -0.36685 0.211
H -1.30016 -2.82861 1.11423 0.208
H -3.05542 -0.41379 -1.07865 0.216
H -3.15509 -1.87230 -0.26837 0.208
H -2.27213 -1.98850 -1.70269 0.204
H 0.10452 -0.94536 -1.65111 0.406
H 0.31010 1.84461 -1.54770 -0.067
H -2.92749 -0.09310 2.42498 0.205
H -3.49283 0.32664 0.87294 0.206
H -2.72296 1.50588 1.80039 0.229
H -0.42703 0.70650 3.14481 0.227
H 0.54089 0.16024 2.00047 0.208
H -0.67098 -1.00849 2.72271 0.216
C 3.32081 2.09377 -1.31054 -0.423
C 3.57379 0.76452 -1.34363 -0.132
C 4.52342 0.14230 -2.35253 -0.648
S 3.06960 -0.40256 -0.14288 0.008
H 3.69968 2.81612 -1.87714 0.195
H 2.65530 2.36327 -0.59785 0.188
H 4.80576 0.76810 -3.14355 0.229
H 5.44537 0.00054 -1.80686 0.223
H 4.07525 -0.92542 -2.58971 0.220
H 2.05195 0.14156 0.61395 0.140
```

The structure (SMILES) is CC1(C)NBOC1(C)C.C=C(C)S. The energy relative to the best compared isomer or geometry (same formula, charge and spin) comes out at 0.0 kcal per mole. For the molar mass, the calculation gives 201.1 g mol⁻¹. For the gap between HOMO and LUMO, the calculation gives 9.056 eV.

| no. | E_tot (Ha) |
| --- | --- |
| 1 | -991.86345 |
| 2 | -648.24785 |
| 3 | -1251.90074 |
| 4 | -559.33040 |
| 5 | -695.53091 |
| 6 | -3451.54870 |
| 7 | -907.94022 |